[1]
{"formula": "C10H16", "method": "the ωB97M-V functional and the def2-TZVPD basis", "symbols": ["C", "C", "C", "C", "C", "C", "C", "C", "H", "H", "H", "H", "H", "H", "H", "H", "H", "H", "C", "C", "H", "H", "H", "H", "H", "H"], "positions_angstrom": [[-1.218789, -0.968107, -1.536154], [-2.518318, -0.784219, -2.336558], [-1.195734, -0.246556, -0.222928], [-1.570969, 1.113931, -0.277835], [-0.865623, -0.873096, 1.052355], [-1.762233, 1.862762, 0.883604], [-0.729322, -0.030682, 2.122840], [-1.308682, 1.246360, 2.022667], [-0.891888, -1.995528, -1.598147], [-0.452420, -0.337458, -2.032243], [-2.377911, -1.183038, -3.336696], [-1.788212, 1.596040, -1.227689], [-0.383475, -1.830657, 0.916821], [-2.488323, 2.664292, 0.881041], [-0.336680, -0.434155, 3.039788], [-1.432615, 1.776943, 2.972139], [-2.943389, 0.203265, -2.402750], [-3.334647, -1.316776, -1.828317], [3.234513, 0.187658, -0.323783], [3.737336, -0.361965, 0.997281], [3.473122, -0.316231, -1.251355], [2.128142, 0.100292, -0.250493], [3.309411, 1.269150, -0.412261], [3.293613, -1.265240, 1.404388], [4.827137, -0.455154, 0.939276], [3.595954, 0.378167, 1.805010]], "atomic_forces_ev_per_a": [[0.292, 1.671, 0.061], [-0.793, -0.734, 0.472], [-0.327, -1.659, 0.132], [-0.579, 1.919, 0.485], [1.414, 1.479, -1.641], [-0.717, -1.799, -1.907], [-0.411, -1.917, -0.953], [-0.166, 1.160, 2.627], [0.094, -0.201, 0.613], [0.081, -0.359, -0.396], [-0.089, -0.015, -0.009], [-0.064, -0.364, 0.031], [-0.404, -0.382, 0.719], [0.770, 0.640, 0.118], [0.093, 0.324, 0.320], [0.084, -0.057, -0.274], [0.466, 0.640, -0.153], [0.325, -0.347, -0.252], [-2.659, 0.033, 0.565], [1.387, 1.032, 0.567], [0.588, -0.128, 0.065], [0.108, -0.101, -0.309], [0.786, -0.013, -0.103], [-0.038, -0.344, -0.585], [-0.138, -0.416, 0.202], [-0.105, -0.065, -0.396]], "mulliken_charge": [-0.59, -1.22, 0.63, -0.22, -0.39, -0.62, -0.45, -0.15, 0.47, 0.29, 0.36, 0.47, 0.41, 0.40, 0.46, 0.38, 0.40, 0.35, -0.47, -0.87, 0.33, -0.13, 0.31, 0.29, 0.29, 0.26], "multiplicity": 2, "charge": 1, "total_energy_ha": -390.274884, "e_lumo_ev": [-4.11, -8.10], "relative_energy_ev": 0.953, "orbital_gap_ev": [10.12, 6.13], "homo_energy_ha": [-0.523, -0.523], "s_squared": 0.767}

***

[2]
{"formula": "C10H16", "method": "the ωB97M-V functional and the def2-TZVPD basis", "symbols": ["C", "C", "C", "H", "H", "H", "H", "H", "H", "H", "H", "C", "C", "C", "C", "C", "C", "C", "H", "H", "H", "H", "H", "H", "H", "H"], "positions_angstrom": [[-1.049112, -3.308240, -0.121237], [-0.067851, -3.241663, -1.315364], [-1.667938, -1.904559, 0.104844], [-1.811427, -4.112089, -0.479489], [-0.523531, -3.336181, 0.877642], [-0.075339, -2.444256, -2.001408], [-0.343108, -4.115078, -1.874770], [-2.730577, -2.088413, 0.456632], [-1.145087, -1.317235, 0.842284], [0.931248, -3.307940, -1.078733], [-1.710874, -1.352753, -0.771537], [2.465964, 0.816579, 0.754266], [0.488889, 2.257893, 1.566866], [1.221742, 1.590029, 0.515439], [-0.588057, 3.126310, 1.209407], [-1.125722, 3.062780, -0.048813], [0.845791, 1.768549, -0.809026], [-0.341519, 2.521461, -1.070753], [0.921637, 2.310449, 2.516048], [-1.088071, 3.769836, 2.018286], [2.258643, -0.132977, 1.317323], [3.225975, 1.344525, 1.429123], [-2.043406, 3.592811, -0.375335], [1.340480, 1.262802, -1.584154], [-0.601949, 2.702049, -2.090436], [3.213195, 0.535318, 0.012893]], "atomic_forces_ev_per_a": [[0.154, 1.529, -0.346], [-1.479, -1.601, 0.510], [-2.376, -1.956, 1.226], [1.141, 1.443, 1.799], [-0.508, -1.762, -1.192], [-0.891, 1.498, -0.609], [0.506, -0.450, -0.736], [1.117, 0.705, -0.153], [0.260, 0.076, 0.408], [2.358, -0.521, 0.934], [-0.255, 1.089, -1.834], [1.836, -0.442, 2.754], [-0.882, 1.881, -2.166], [1.193, -0.603, -1.729], [-0.803, -0.170, 2.568], [-0.562, 1.555, 0.116], [-2.849, 1.223, 1.089], [2.525, -2.043, -0.521], [0.307, -0.233, 1.535], [0.828, -1.247, -1.298], [-0.087, 0.734, -0.271], [-1.480, -0.224, -0.177], [0.611, -0.352, 0.691], [0.753, -0.268, -0.915], [-0.310, -0.008, -0.529], [-1.107, 0.146, -1.152]], "mulliken_charge": [-0.08, -1.24, -1.04, 0.29, 0.21, 0.34, 0.34, 0.31, 0.22, 0.34, 0.32, -1.36, -0.28, 0.99, -0.44, -0.37, -0.58, -0.16, 0.52, 0.33, 0.33, 0.35, 0.41, 0.45, 0.42, 0.39], "multiplicity": 2, "charge": 1, "total_energy_ha": -390.237094, "e_lumo_ev": [-4.61, -8.50], "relative_energy_ev": 1.981, "orbital_gap_ev": [8.78, 4.89], "homo_energy_ha": [-0.492, -0.492], "s_squared": 0.771}